{"formula": "C18H16BN7O2Ru", "method": "the ωB97M-V functional and the def2-TZVPD basis", "s2": 8.79, "multiplicity": 6, "e_above_lowest_kcal_mol": 9.1, "orbital_gap_ha": [0.2248, 0.2158], "charge": 1, "e_homo_ha": [-0.3517, -0.4486], "species": ["Ru", "O", "C", "N", "C", "O", "C", "C", "C", "C", "C", "N", "C", "C", "C", "C", "C", "N", "H", "H", "H", "H", "H", "H", "H", "H", "B", "N", "C", "C", "C", "N", "N", "C", "C", "C", "N", "H", "H", "H", "H", "H", "H", "H", "H"], "positions_angstrom": [[0.139, -0.608, -0.048], [-2.266, -2.811, 2.137], [-1.748, -2.243, 1.330], [-0.505, -1.688, 1.409], [0.418, -1.904, 2.578], [0.058, -2.508, 3.604], [1.622, -1.346, 2.325], [2.708, -1.362, 3.271], [3.865, -0.767, 2.947], [4.033, -0.089, 1.632], [3.025, -0.076, 0.757], [1.814, -0.694, 1.038], [-2.403, -1.969, -0.061], [-3.649, -2.402, -0.358], [-4.184, -2.095, -1.622], [-3.443, -1.379, -2.485], [-2.161, -0.976, -2.089], [-1.680, -1.292, -0.903], [2.550, -1.852, 4.220], [4.684, -0.776, 3.651], [4.960, 0.394, 1.369], [3.106, 0.412, -0.205], [-4.193, -2.963, 0.392], [-5.178, -2.424, -1.895], [-3.813, -1.114, -3.466], [-1.512, -0.394, -2.730], [0.223, 2.842, -1.252], [0.862, 1.609, -2.019], [1.487, 1.768, -3.184], [1.951, 0.538, -3.639], [1.560, -0.356, -2.666], [0.899, 0.298, -1.685], [-0.463, 2.468, 0.101], [-1.040, 3.393, 0.869], [-1.565, 2.788, 2.007], [-1.258, 1.453, 1.856], [-0.591, 1.265, 0.696], [-0.612, 3.298, -1.983], [1.123, 3.595, -1.020], [1.565, 2.749, -3.621], [2.494, 0.339, -4.544], [1.708, -1.423, -2.597], [-1.040, 4.424, 0.560], [-2.087, 3.261, 2.818], [-1.468, 0.616, 2.502]], "forces_ev_per_angstrom": [[0.5, -0.1, 0.6], [-4.5, -4.7, 6.4], [2.0, 3.5, -6.6], [2.0, 1.1, -0.2], [-3.1, -1.8, 1.4], [0.3, 0.9, -1.6], [3.4, 1.8, -1.4], [-1.1, -0.1, -0.7], [0.8, 1.0, -1.4], [0.3, -0.7, 1.7], [-0.9, -0.3, 0.0], [-0.1, -0.7, 1.2], [-0.1, -1.1, 2.3], [-1.2, -0.4, -0.3], [-0.8, -1.1, 1.6], [1.5, 1.1, -1.0], [-0.5, 0.2, -1.1], [1.6, 1.2, -0.8], [-0.1, 0.0, 0.0], [0.1, 0.1, -0.1], [0.1, 0.0, 0.1], [-0.1, 0.0, 0.0], [0.0, 0.0, -0.1], [0.0, 0.0, 0.1], [0.1, 0.0, 0.0], [-0.1, 0.0, -0.1], [0.0, -0.1, -0.1], [0.0, 0.0, -0.1], [-0.2, 0.0, 0.3], [0.0, -0.3, 0.1], [0.2, -0.1, -0.4], [-0.1, 0.3, 0.0], [-0.1, 0.1, 0.1], [0.0, -0.1, 0.0], [0.0, 0.0, -0.1], [0.0, 0.0, -0.1], [-0.2, 0.1, 0.1], [0.0, 0.1, 0.0], [0.1, 0.1, 0.0], [0.0, 0.0, 0.0], [0.0, 0.0, 0.0], [0.0, 0.0, 0.0], [0.0, 0.0, 0.0], [0.0, 0.0, 0.0], [0.0, 0.0, 0.0]], "mulliken_spin": [2.908, 0.106, 0.000, 0.343, 0.048, 0.348, 0.296, -0.012, 0.165, 0.108, 0.036, 0.274, -0.003, -0.003, 0.014, -0.005, 0.036, 0.000, 0.007, 0.007, 0.006, 0.007, 0.000, 0.000, 0.000, -0.006, 0.004, -0.013, 0.078, 0.036, -0.011, -0.018, -0.002, 0.047, 0.013, -0.003, 0.170, 0.000, -0.001, 0.002, 0.002, 0.014, 0.000, 0.002, 0.001]}

{"formula": "C4H15N3", "method": "the ωB97M-V functional and the def2-TZVPD basis", "e_above_lowest_kcal_mol": 79.4, "orbital_gap_ha": 0.2736, "e_homo_ha": -0.2430, "species": ["C", "C", "C", "N", "H", "H", "H", "H", "H", "H", "H", "H", "H", "C", "N", "N", "H", "H", "H", "H", "H", "H"], "positions_angstrom": [[-0.326, 0.046, 0.843], [-0.982, 1.090, 1.744], [0.492, -0.894, 1.728], [-1.339, -0.798, 0.167], [-0.176, 1.566, -1.358], [-1.881, -1.337, 0.845], [-2.025, -0.203, -0.291], [-0.124, -1.378, 2.502], [-1.605, 0.631, 2.526], [-1.647, 1.748, 1.179], [-0.231, 1.696, 2.256], [0.942, -1.711, 1.157], [1.290, -0.358, 2.245], [1.194, 0.060, -2.221], [1.812, -0.044, -1.055], [0.178, -0.778, -2.511], [-0.342, -0.590, -3.352], [2.630, 0.545, -0.977], [1.029, -0.004, -0.156], [-0.324, -1.170, -1.707], [1.647, 0.597, -3.049], [-0.212, 1.287, -0.514]], "forces_ev_per_angstrom": [[0.6, -0.8, 0.4], [0.1, 0.0, -0.2], [-0.1, -0.1, 0.0], [0.0, 0.1, -0.3], [-0.3, -0.1, 1.8], [0.1, 0.0, 0.0], [0.1, 0.1, 0.0], [-0.1, 0.1, 0.1], [0.1, -0.2, 0.0], [0.1, 0.1, 0.0], [0.0, 0.1, -0.1], [0.1, 0.0, -0.1], [0.0, 0.0, 0.0], [0.7, -1.5, 0.6], [-0.8, 0.2, -0.7], [0.3, 0.7, 0.2], [-0.1, 0.0, 0.1], [-0.2, 0.1, 0.1], [-0.6, 0.5, 0.1], [-0.1, 0.0, 0.0], [-0.2, 0.2, 0.1], [0.2, 0.5, -2.1]], "mulliken_charge": [0.485, -1.521, -1.826, -0.625, 0.092, 0.247, 0.273, 0.420, 0.361, 0.357, 0.316, 0.405, 0.368, -0.290, -0.397, -0.339, 0.242, 0.226, 0.575, 0.373, 0.364, -0.106]}

{"formula": "C4H11NO2", "method": "the ωB97M-V functional and the def2-TZVPD basis", "smiles": "CCOCCON", "e_above_lowest_kcal_mol": 123.0, "orbital_gap_ha": 0.3752, "e_homo_ha": -0.3398, "species": ["C", "C", "O", "C", "C", "O", "N", "H", "H", "H", "H", "H", "H", "H", "H", "H", "H", "H"], "positions_angstrom": [[-2.131, -1.249, -0.985], [-1.844, -0.804, 0.364], [-0.270, -0.158, -0.052], [0.847, -0.377, 0.785], [2.057, 0.395, 0.262], [2.007, 1.785, 0.549], [1.028, 2.506, -0.198], [-2.291, -2.315, -1.110], [-0.933, -0.924, -1.203], [-2.773, -0.602, -1.573], [-1.621, -1.571, 1.105], [-2.343, 0.085, 0.743], [0.628, -0.035, 1.802], [1.093, -1.450, 0.829], [2.963, 0.041, 0.761], [2.157, 0.225, -0.820], [1.287, 2.426, -1.183], [0.139, 2.021, -0.075]], "forces_ev_per_angstrom": [[2.2, 0.3, -1.2], [2.5, 1.3, 0.4], [-1.5, -0.1, 1.6], [0.0, 0.0, 0.3], [-0.4, 0.0, 0.0], [-0.1, 0.0, -0.1], [0.1, 0.0, 0.1], [-0.1, 0.1, -0.1], [-2.8, -1.4, -1.2], [-0.2, -0.2, 0.1], [-0.1, 0.2, 0.0], [0.1, -0.2, 0.1], [0.1, 0.0, 0.1], [0.0, 0.1, 0.0], [-0.1, 0.0, 0.0], [0.0, 0.0, 0.1], [0.0, -0.1, 0.1], [0.2, -0.1, -0.1]], "mulliken_charge": [-0.876, -0.221, -0.464, -0.374, -0.566, -0.305, -0.484, 0.284, 0.299, 0.287, 0.267, 0.257, 0.298, 0.371, 0.359, 0.316, 0.269, 0.284]}

| no. | energy (eV) |
| --- | --- |
| 1 | -36700.75132 |
| 2 | -8857.96564 |
| 3 | -9906.91013 |